1.
Formula: C4H8N2OS
Source: OMol25
Level of theory: ωB97M-V/def2-TZVPD

Results
- HOMO-LUMO gap (eV) = 9.28
- ΔE to the lowest compared entry with this formula, charge and spin (eV) = 6.922
- SMILES string = [H]/N=C(\NO)C(=C)CS
- molecular weight (g/mol) = 132.19
- lowest unoccupied orbital energy (eV) = 0.1261

Each line ends with the Mulliken charge.
Cartesian coordinates (Å):
H 2.796 0.246 -0.387  0.3580
N 1.910 0.837 -0.020  -0.6837
C 0.818 0.216 -0.438  0.1969
N 0.969 -0.658 -1.475  -0.3224
O 2.346 -1.338 -1.070  -0.5291
C -0.537 0.504 0.139  0.2699
C -1.453 0.285 -0.846  -0.8513
C -0.623 0.860 1.525  -0.1706
S -2.244 0.870 2.110  -0.2560
H 0.243 -1.367 -1.429  0.3394
H 2.259 -1.982 -0.257  0.3507
H -0.914 -0.245 -1.745  0.3477
H -2.736 0.356 -1.171  0.2655
H -0.095 0.006 2.043  0.2410
H -0.150 1.903 1.811  0.3189
H -2.589 -0.492 1.210  0.1251


2.
Formula: C20H37AsFeO2SSi
Source: OMol25
Level of theory: ωB97M-V/def2-TZVPD

Results
- HOMO-LUMO gap (alpha / beta) (eV) = 7.62 / 7.10
- net charge = +1
- multiplicity = 6
- ΔE to the lowest compared entry with this formula, charge and spin (eV) = 0.000
- molecular weight (g/mol) = 500.43
- lowest unoccupied orbital energy (alpha / beta) (eV) = -2.8624 / -4.1096

Each line ends with the Mulliken spin population.
Cartesian coordinates (Å):
Fe 0.771 -0.565 0.294  4.1773
C -3.145 0.175 1.622  0.0052
C -1.683 -0.151 1.683  0.0389
O -1.022 0.130 0.652  0.0769
C -1.097 -0.740 2.878  -0.0180
C -1.953 -1.022 3.968  -0.0050
C -1.486 -1.550 5.142  0.0120
C -0.117 -1.814 5.269  -0.0035
C 0.753 -1.554 4.240  0.0229
C 0.299 -1.018 3.022  0.0147
O 1.202 -0.794 2.086  0.0819
H -3.364 0.607 0.651  -0.0019
H -3.424 0.877 2.407  0.0010
H -3.738 -0.729 1.763  0.0019
H -3.009 -0.814 3.870  0.0006
H -2.161 -1.757 5.960  0.0006
H 0.262 -2.226 6.196  -0.0004
H 1.813 -1.745 4.338  0.0014
C 3.740 1.270 1.131  0.0284
Si 2.644 1.035 -0.374  0.0394
C 3.636 0.206 -1.781  0.0290
C 4.135 -1.132 -1.220  0.1423
C 4.861 1.051 -2.164  0.0191
C 2.799 -0.068 -3.029  0.0505
C 1.618 2.605 -0.768  0.1179
C 0.989 3.105 0.542  0.0491
C 0.499 2.345 -1.777  0.0638
C 2.538 3.714 -1.300  0.0167
H 4.520 1.997 0.883  0.0090
H 4.228 0.349 1.446  -0.0016
H 3.179 1.650 1.982  -0.0060
H 4.762 -1.009 -0.336  0.0149
H 4.729 -1.663 -1.971  -0.0021
H 3.289 -1.769 -0.937  -0.0806
H 5.530 1.212 -1.316  0.0006
H 4.585 2.023 -2.568  -0.0013
H 5.437 0.530 -2.936  0.0028
H 1.877 -0.614 -2.804  0.0064
H 3.380 -0.668 -3.738  -0.0022
H 2.521 0.850 -3.546  0.0043
H 0.292 2.384 0.976  -0.0135
H 0.423 4.019 0.345  -0.0004
H 1.738 3.344 1.299  0.0026
H -0.162 1.528 -1.468  -0.0059
H 0.876 2.105 -2.770  0.0067
H -0.128 3.236 -1.870  0.0019
H 3.338 3.957 -0.598  -0.0008
H 1.956 4.628 -1.456  0.0041
H 2.989 3.452 -2.258  0.0007
C 2.858 -4.206 0.604  -0.0042
As 1.486 -4.205 -0.747  0.0193
C 2.313 -4.111 -2.478  0.0008
C 0.587 -5.898 -0.646  0.0007
S -0.011 -2.723 -0.416  0.0708
H 3.239 -5.219 0.725  0.0003
H 2.418 -3.859 1.537  0.0041
H 3.669 -3.544 0.311  0.0010
H 3.057 -4.902 -2.567  -0.0002
H 2.787 -3.139 -2.596  0.0029
H 1.545 -4.236 -3.238  0.0004
H 1.271 -6.693 -0.939  0.0002
H -0.273 -5.877 -1.313  0.0010
H 0.251 -6.054 0.377  0.0006


3.
Formula: C4H8NO
Source: OMol25
Level of theory: ωB97M-V/def2-TZVPD

Results
- HOMO-LUMO gap (eV) = 11.03
- net charge = +1
- ΔE to the lowest compared entry with this formula, charge and spin (eV) = 1.500
- SMILES string = C/C=[N+](\C)C=O
- molecular weight (g/mol) = 86.11
- lowest unoccupied orbital energy (eV) = -5.2530

Each line ends with the Mulliken charge.
Cartesian coordinates (Å):
C 1.895 0.473 -0.417  -1.0487
C 0.438 0.694 -0.150  0.2736
N -0.557 0.031 0.087  0.1231
C -0.514 -1.377 0.507  -0.9268
C -1.862 0.556 0.042  0.0469
O -2.764 -0.029 -0.429  -0.3250
H 2.363 -0.373 -0.018  0.3938
H 1.853 0.376 -1.575  0.3261
H 2.304 1.326 0.050  0.3352
H 0.203 1.720 -0.367  0.3203
H -0.066 -1.399 1.459  0.3912
H 0.131 -1.892 -0.111  0.3912
H -1.559 -1.681 0.516  0.3494
H -1.867 1.577 0.406  0.3497


4.
Formula: C5H10O2
Source: OMol25
Level of theory: ωB97M-V/def2-TZVPD

Results
- HOMO-LUMO gap (eV) = 10.22
- ΔE to the lowest compared entry with this formula, charge and spin (eV) = 2.464
- SMILES string = OC[C@H]1CCOC1
- molecular weight (g/mol) = 102.13
- lowest unoccupied orbital energy (eV) = 0.8188

Each line ends with the Mulliken charge.
Cartesian coordinates (Å):
O -0.891 2.486 -1.080  -0.5168
C -0.194 1.731 -0.114  -0.7746
C -0.413 0.230 -0.029  0.3542
C -0.011 -0.920 -0.959  -0.6538
C 0.046 -2.090 0.068  -0.4408
O 0.420 -1.551 1.332  -0.3968
C 0.656 -0.197 1.095  -0.6238
H -1.017 3.357 -0.679  0.3427
H 0.889 1.899 -0.163  0.2325
H -0.539 2.038 0.886  0.3539
H -1.505 0.099 0.121  0.2041
H -0.675 -1.182 -1.788  0.3411
H 0.986 -0.721 -1.360  0.2847
H 0.776 -2.848 -0.230  0.2894
H -0.931 -2.567 0.215  0.2911
H 1.670 -0.102 0.636  0.3004
H 0.733 0.340 2.050  0.4125


5.
Formula: C5H4O2
Source: OMol25
Level of theory: ωB97M-V/def2-TZVPD

Results
- HOMO-LUMO gap (eV) = 9.01
- ΔE to the lowest compared entry with this formula, charge and spin (eV) = 2.645
- molecular weight (g/mol) = 96.08
- lowest unoccupied orbital energy (eV) = 0.5692

Each line ends with the Mulliken charge.
Cartesian coordinates (Å):
O 1.751 -1.713 -1.174  -0.1947
C 2.028 -0.874 -0.458  0.0896
O 0.347 -0.653 1.020  -0.3303
C -0.969 -0.748 0.701  -0.3840
C -1.351 0.202 -0.178  -0.2980
C -0.224 1.048 -0.389  -0.2627
C 0.857 0.581 0.255  -0.1754
H -1.612 -1.456 1.226  0.3854
H -2.348 0.385 -0.538  0.3849
H -0.248 2.029 -0.834  0.3819
H 1.769 1.200 0.368  0.4033


6.
Formula: C4H4ClF
Source: OMol25
Level of theory: ωB97M-V/def2-TZVPD

Results
- HOMO-LUMO gap (eV) = 10.49
- ΔE to the lowest compared entry with this formula, charge and spin (eV) = 2.503
- SMILES string = C=CCl.C#CF
- molecular weight (g/mol) = 106.53
- lowest unoccupied orbital energy (eV) = 0.8394

Each line ends with the Mulliken charge.
Cartesian coordinates (Å):
C -0.476 1.122 0.285  -0.5901
C -1.015 0.176 -0.457  -0.1469
Cl -2.431 -0.687 0.003  -0.1801
H -0.896 1.421 1.227  0.2352
H 0.412 1.632 -0.037  0.2853
H -0.611 -0.144 -1.407  0.3826
C 1.463 -1.927 0.155  -0.2187
C 2.060 -0.905 0.009  0.1074
F 2.766 0.161 -0.124  -0.2424
H 0.847 -2.769 0.225  0.3677